[1]
{
  "formula": "C4H8O3",
  "method": "ωB97M-V with the def2-TZVPD basis set",
  "de_lowest_ev": 3.386,
  "total_charge": 0,
  "energy_ha": -382.84040,
  "smiles": "O=C=CO.COC",
  "species": ["C", "O", "C", "O", "C", "C", "O", "H", "H", "H", "H", "H", "H", "H", "H"],
  "coordinates": [[-0.52, 0.60, -1.74], [-0.80, 0.32, -0.38], [1.40, -0.26, 0.48], [1.72, -1.05, -0.32], [1.20, 0.59, 1.48], [-1.48, -0.89, -0.12], [2.28, 0.79, 2.34], [0.05, 1.54, -1.76], [-1.43, 0.75, -2.34], [0.09, -0.18, -2.21], [0.32, 1.21, 1.54], [-2.48, -0.90, -0.59], [-1.62, -0.96, 0.97], [-0.91, -1.76, -0.45], [2.18, 0.19, 3.09]]
}



[2]
{
  "formula": "C37H28N10OPt",
  "method": "ωB97M-V with the def2-TZVPD basis set",
  "total_charge": 0,
  "energy_ha": -2169.06885,
  "species": ["Pt", "C", "C", "C", "C", "C", "N", "C", "N", "C", "C", "C", "C", "C", "C", "C", "C", "N", "C", "N", "C", "N", "C", "N", "C", "N", "C", "C", "C", "C", "C", "C", "C", "C", "C", "C", "C", "C", "N", "C", "C", "H", "H", "H", "H", "H", "H", "H", "H", "H", "H", "H", "H", "H", "H", "H", "H", "C", "N", "C", "C", "O", "N", "C", "C", "H", "H", "H", "H", "H", "H", "H", "H", "H", "H", "H", "H"],
  "coordinates": [[-0.04, 0.96, 0.60], [0.01, 7.07, -1.69], [-1.37, 6.89, -1.80], [-1.95, 5.67, -1.48], [-1.11, 4.64, -1.07], [-1.38, 3.28, -0.66], [-0.20, 2.66, -0.37], [0.83, 3.53, -0.59], [2.11, 3.24, -0.53], [2.60, 2.11, -0.05], [3.99, 1.71, -0.13], [5.10, 2.27, -0.76], [6.31, 1.60, -0.64], [6.42, 0.41, 0.08], [5.31, -0.15, 0.71], [4.10, 0.52, 0.60], [2.77, 0.22, 1.10], [2.49, -0.82, 1.85], [1.26, -1.21, 2.15], [0.11, -0.73, 1.62], [-0.94, -1.48, 2.06], [-2.21, -1.37, 1.69], [-2.67, -0.39, 0.94], [-2.01, 0.73, 0.55], [-2.85, 1.54, -0.15], [-2.58, 2.74, -0.64], [-4.14, 0.89, -0.26], [-5.32, 1.24, -0.91], [-6.36, 0.33, -0.89], [-6.25, -0.89, -0.21], [-5.09, -1.23, 0.47], [-4.03, -0.33, 0.42], [-0.44, -2.50, 2.96], [-1.07, -3.49, 3.70], [-0.29, -4.27, 4.53], [1.09, -4.10, 4.60], [1.73, -3.14, 3.83], [0.95, -2.33, 3.03], [1.91, 1.19, 0.68], [0.28, 4.81, -1.01], [0.86, 6.04, -1.31], [0.44, 8.05, -1.91], [-1.99, 7.71, -2.12], [-3.01, 5.51, -1.54], [5.01, 3.18, -1.33], [7.19, 2.01, -1.12], [7.37, -0.09, 0.14], [5.38, -1.07, 1.27], [-5.39, 2.18, -1.42], [-7.28, 0.56, -1.41], [-7.08, -1.58, -0.22], [-4.99, -2.17, 1.00], [-2.15, -3.62, 3.63], [-0.75, -5.04, 5.14], [1.67, -4.72, 5.27], [2.81, -3.01, 3.86], [1.92, 6.19, -1.23], [-1.97, -1.28, -2.33], [-0.97, -2.22, -1.84], [-1.31, -3.62, -1.97], [0.29, -1.76, -1.59], [0.55, -0.55, -1.68], [1.27, -2.71, -1.34], [1.10, -3.76, -0.35], [2.64, -2.28, -1.53], [-2.21, -1.51, -3.37], [-1.56, -0.28, -2.27], [-2.88, -1.35, -1.73], [-2.22, -3.70, -2.57], [-1.52, -4.10, -1.01], [-0.52, -4.18, -2.47], [1.16, -4.75, -0.80], [0.15, -3.66, 0.18], [1.90, -3.68, 0.40], [2.67, -1.51, -2.30], [3.23, -3.14, -1.87], [3.09, -1.89, -0.62]]
}